[1]
DFT (ωB97M-V with the def2-TZVPD basis set) results for a molecular structure, C35H29BrN6O6S2Ta.

CARTESIAN COORDINATES (ANGSTROEM)
Ta 1.09 -0.73 -0.22
C -6.37 -1.37 0.05
C -5.16 -1.81 0.89
C -4.65 -0.60 1.66
C -5.60 -2.87 1.91
C -4.10 -2.41 -0.03
C -4.44 -3.54 -0.80
C -3.53 -4.11 -1.66
C -2.26 -3.55 -1.74
S -0.99 -4.09 -2.77
C 0.00 -2.84 -2.17
N -0.52 -2.06 -1.24
C -1.87 -2.44 -0.98
C -2.82 -1.87 -0.13
C 1.37 -2.69 -2.62
C 1.87 -3.45 -3.67
C 3.20 -3.36 -4.01
C 4.02 -2.52 -3.28
C 3.51 -1.75 -2.24
C 2.15 -1.78 -1.90
H -7.14 -0.94 0.69
H -6.81 -2.21 -0.49
H -6.08 -0.62 -0.68
H -5.44 -0.22 2.31
H -4.35 0.21 0.99
H -3.80 -0.86 2.30
H -6.36 -2.46 2.57
H -4.76 -3.20 2.52
H -6.03 -3.75 1.42
H -5.43 -3.96 -0.72
H -3.80 -4.97 -2.26
H -2.58 -1.00 0.44
H 1.22 -4.12 -4.22
H 3.60 -3.95 -4.83
H 5.08 -2.46 -3.51
H 4.21 -1.15 -1.69
Br -4.41 3.07 3.10
C -2.89 2.04 3.54
C -2.52 1.89 4.87
C -1.40 1.14 5.20
C -0.65 0.53 4.20
C -1.05 0.67 2.88
C -2.17 1.42 2.54
C -0.28 0.03 1.81
O -0.77 -0.15 0.64
O 0.91 -0.37 1.97
H -3.10 2.37 5.65
H -1.11 1.03 6.24
H 0.22 -0.06 4.44
H -2.46 1.54 1.50
O 3.68 -2.90 2.19
S 2.41 -3.30 1.64
N 1.77 -2.39 0.65
C 5.03 0.84 1.13
C 3.85 0.14 0.98
N 3.11 0.24 -0.14
C 3.52 1.06 -1.12
C 4.66 1.82 -1.03
C 5.44 1.68 0.11
C 5.05 2.71 -2.15
C 4.52 3.89 -2.44
C 3.43 4.60 -1.72
C 3.02 5.85 -2.15
C 2.02 6.47 -1.43
N 1.45 5.90 -0.36
C 1.91 4.70 -0.04
N 2.87 4.01 -0.66
H 5.60 0.71 2.03
H 3.49 -0.53 1.74
H 2.89 1.11 -2.00
H 6.36 2.25 0.21
H 5.86 2.35 -2.78
H 4.92 4.43 -3.30
H 3.47 6.33 -3.01
H 1.65 7.45 -1.71
H 1.46 4.22 0.82
O 0.96 1.56 0.14
N 0.43 1.74 -0.99
O -0.11 2.73 -1.34
O 0.56 0.68 -1.75

relative energy (zero: lowest compared OMol25 entry of this formula, charge and spin): 10.70 kcal per mole
Kohn-Sham gap: 7.07 eV
total charge: +1

=====

[2]
DFT (ωB97M-V with the def2-TZVPD basis set) results for a molecular structure, C35H29F5IN5O7ReSSe.

CARTESIAN COORDINATES (ANGSTROEM)
Re -0.74 -0.30 0.72
C 1.73 -3.67 2.42
C 1.16 -3.89 1.06
N 1.67 -4.83 0.30
C 1.18 -5.01 -0.94
C 0.13 -4.29 -1.46
C -0.35 -4.52 -2.87
O -1.63 -5.15 -2.82
C -0.44 -3.28 -0.66
C -1.67 -2.63 -1.06
N -2.08 -1.53 -0.54
C -3.43 -1.12 -0.74
C -4.07 -1.23 -1.96
C -5.38 -0.80 -2.10
C -6.05 -0.24 -1.02
C -5.42 -0.13 0.21
C -4.12 -0.58 0.34
I -3.13 -0.46 2.18
C 0.12 -3.04 0.60
O -0.28 -2.07 1.40
H 2.55 -4.36 2.58
H 2.08 -2.64 2.54
H 0.97 -3.83 3.19
H 1.66 -5.78 -1.53
H -0.42 -3.56 -3.39
H 0.37 -5.14 -3.39
H -1.87 -5.42 -3.71
H -2.32 -3.19 -1.73
H -3.53 -1.61 -2.82
H -5.87 -0.87 -3.06
H -7.06 0.12 -1.14
H -5.94 0.30 1.06
O -2.04 2.53 1.88
C -2.03 2.48 0.68
N -1.37 1.47 -0.07
S -1.41 1.84 -1.72
O -2.03 0.78 -2.45
O -0.17 2.38 -2.17
C -2.56 3.16 -1.54
C -3.18 3.88 -2.54
C -4.05 4.89 -2.14
C -4.26 5.16 -0.79
C -3.62 4.43 0.20
C -2.76 3.42 -0.20
H -3.01 3.66 -3.58
H -4.56 5.48 -2.89
H -4.93 5.96 -0.51
H -3.76 4.63 1.25
C 1.43 5.15 2.33
N 2.51 4.20 2.41
C 3.31 3.97 3.51
C 4.15 2.97 3.19
N 3.86 2.60 1.89
C 4.48 1.53 1.15
C 2.84 3.35 1.41
Se 2.02 3.18 -0.21
H 1.42 5.75 3.24
H 0.48 4.63 2.22
H 1.57 5.79 1.46
H 3.19 4.53 4.43
H 4.93 2.49 3.76
H 5.09 0.94 1.83
H 5.11 1.94 0.35
H 3.71 0.92 0.69
O 0.33 -0.99 -2.36
C 1.15 -0.91 -1.47
O 0.93 -0.33 -0.30
C 2.50 -1.54 -1.55
C 3.26 -1.75 -0.41
C 4.47 -2.44 -0.50
C 4.91 -2.89 -1.73
C 4.16 -2.67 -2.88
C 2.95 -2.01 -2.79
H 2.91 -1.38 0.54
H 5.06 -2.61 0.39
H 5.85 -3.42 -1.80
H 4.51 -3.02 -3.84
H 2.33 -1.83 -3.66
F 1.78 0.03 2.28
C 0.47 0.47 2.36
F 0.55 1.83 2.39
C 0.05 0.11 3.81
F -1.06 0.79 4.15
F -0.24 -1.19 3.97
F 1.00 0.42 4.70

relative energy (zero: lowest compared OMol25 entry of this formula, charge and spin): 0.00 kcal per mole
Kohn-Sham gap (spin up / spin down): 5.02 / 5.32 eV
spin multiplicity: 2

=====

[3]
DFT (ωB97M-V with the def2-TZVPD basis set) results for 2 unconnected molecules or ions with the total composition C35H29N2 at a distorted geometry.

CARTESIAN COORDINATES (ANGSTROEM)
C -5.89 -1.10 0.96
C -5.09 -1.79 1.88
C -4.01 -1.14 2.49
C -3.69 0.18 2.15
C -2.49 0.86 2.75
N -1.52 1.36 1.77
C -1.31 2.76 1.56
C -0.17 2.77 0.54
N 0.14 1.37 0.28
C -0.65 0.62 1.02
C -0.70 -0.84 1.12
C -0.33 -1.44 2.32
C -0.38 -2.82 2.43
C -0.80 -3.59 1.34
C -1.19 -2.98 0.15
C -1.15 -1.59 0.03
C -4.53 0.88 1.27
C -5.61 0.24 0.67
H -6.74 -1.60 0.49
H -5.31 -2.83 2.13
H -3.39 -1.67 3.22
H -2.83 1.74 3.31
H -1.99 0.19 3.46
H -2.22 3.24 1.18
H -1.01 3.27 2.49
H -0.48 3.28 -0.39
H 0.71 3.29 0.96
H 0.01 -0.80 3.15
H -0.08 -3.29 3.37
H -0.80 -4.67 1.42
H -1.49 -3.58 -0.72
H -1.43 -1.07 -0.89
H -4.32 1.93 1.07
H -6.24 0.79 -0.04
C 1.92 0.59 -1.12
C 2.12 1.90 -1.74
C 1.06 2.46 -2.49
C 1.25 3.62 -3.24
C 2.50 4.25 -3.26
C 3.55 3.72 -2.51
C 3.37 2.56 -1.76
C 2.82 0.03 -0.13
C 2.79 -1.40 -0.25
C 3.64 -2.22 0.49
C 4.57 -1.62 1.33
C 4.64 -0.22 1.42
C 3.78 0.61 0.70
C 1.87 -1.75 -1.32
C 1.33 -0.53 -1.86
C 0.64 -0.59 -3.07
C 0.33 -1.85 -3.61
C 0.78 -3.04 -3.02
C 1.59 -2.98 -1.88
H 0.08 1.98 -2.45
H 0.40 4.03 -3.80
H 2.64 5.16 -3.85
H 4.51 4.22 -2.50
H 4.21 2.14 -1.21
H 3.53 -3.30 0.39
H 5.25 -2.24 1.92
H 5.39 0.24 2.08
H 3.84 1.70 0.77
H 0.36 0.32 -3.59
H -0.28 -1.90 -4.52
H 0.52 -4.00 -3.46
H 1.97 -3.88 -1.40

relative energy (zero: lowest compared OMol25 entry of this formula, charge and spin): 0.00 kcal per mole
Kohn-Sham gap: 6.10 eV
total charge: +1

=====

[4]
DFT (ωB97M-V with the def2-TZVPD basis set) results for C35H29N3O6 in the gas phase.

CARTESIAN COORDINATES (ANGSTROEM)
C 5.51 -7.04 2.73
C 4.42 -6.40 3.58
H 4.76 -6.25 4.61
H 3.52 -7.02 3.57
O 4.08 -5.10 3.10
C 3.22 -5.04 2.10
O 2.74 -5.98 1.53
C 2.90 -3.59 1.70
N 1.47 -3.49 1.53
C 0.88 -2.73 0.52
O 1.46 -2.24 -0.41
C -0.56 -2.68 0.88
C -1.61 -2.02 0.27
C -2.86 -2.11 0.87
C -3.05 -2.85 2.03
C -1.99 -3.51 2.64
C -0.75 -3.41 2.05
C 0.57 -3.92 2.49
O 0.88 -4.54 3.48
H -2.13 -4.07 3.55
H -4.03 -2.90 2.47
H -3.70 -1.60 0.42
H -1.46 -1.45 -0.63
H 3.34 -3.40 0.71
C 3.40 -2.53 2.70
C 2.76 -1.23 2.32
C 1.52 -0.89 2.85
C 0.78 0.15 2.33
C 1.28 0.88 1.26
C 2.56 0.61 0.79
C 3.29 -0.44 1.31
H 4.26 -0.67 0.90
H 2.97 1.20 -0.02
N 0.53 1.88 0.63
C -0.83 1.98 0.57
O -1.60 1.24 1.14
C -1.30 3.09 -0.32
C -2.58 3.07 -0.73
C -3.24 4.04 -1.59
C -3.02 5.41 -1.48
C -3.67 6.29 -2.33
C -4.53 5.82 -3.31
C -4.77 4.46 -3.41
C -4.14 3.57 -2.55
H -4.33 2.51 -2.64
H -5.45 4.08 -4.16
H -5.02 6.51 -3.98
H -3.49 7.35 -2.23
H -2.36 5.79 -0.72
H -3.16 2.22 -0.41
N -0.34 4.04 -0.71
C -0.10 4.55 -1.96
O 0.61 5.52 -2.09
C -0.70 3.81 -3.10
C -0.70 2.43 -3.17
C -1.26 1.79 -4.27
C -1.82 2.54 -5.30
C -1.79 3.92 -5.24
C -1.22 4.56 -4.16
H -1.18 5.64 -4.10
H -2.20 4.51 -6.05
H -2.27 2.04 -6.14
H -1.26 0.72 -4.32
H -0.26 1.83 -2.39
H 0.13 4.55 0.04
H 1.06 2.46 -0.02
H -0.20 0.37 2.72
H 1.11 -1.47 3.67
H 4.49 -2.48 2.66
H 3.10 -2.83 3.71
H 5.15 -7.20 1.72
H 5.79 -8.00 3.16
H 6.39 -6.40 2.70

relative energy (zero: lowest compared OMol25 entry of this formula, charge and spin): 2.55 kcal per mole
Kohn-Sham gap: 8.27 eV

=====

[5]
DFT (ωB97M-V with the def2-TZVPD basis set) results for a molecular structure, C35H29N6O4SV.

CARTESIAN COORDINATES (ANGSTROEM)
V -0.15 0.03 0.43
O 2.76 6.25 -1.02
N 3.59 5.36 -0.72
O 4.77 5.63 -0.48
C 3.17 4.03 -0.60
C 4.12 3.09 -0.20
C 3.76 1.77 0.06
C 4.67 0.76 0.49
C 4.20 -0.49 0.80
C 2.82 -0.76 0.72
N 1.97 0.16 0.31
C 2.41 1.38 -0.06
C 1.44 2.28 -0.62
N 0.21 1.78 -0.83
C -0.72 2.56 -1.40
C -0.45 3.87 -1.74
C 0.80 4.41 -1.48
C 1.81 3.62 -0.90
H 5.14 3.42 -0.07
H 5.72 0.99 0.57
H 4.87 -1.27 1.11
H 2.41 -1.72 0.98
H -1.69 2.11 -1.57
H -1.22 4.47 -2.21
H 1.01 5.44 -1.73
S -2.59 0.31 -0.03
C -3.17 -1.27 -0.07
N -3.59 -2.34 -0.11
C 0.59 -3.22 2.47
C 0.18 -3.80 1.14
C 0.15 -5.17 0.95
C -0.20 -5.71 -0.28
C -0.51 -4.88 -1.34
C -0.49 -3.50 -1.20
C -0.81 -2.59 -2.35
C -0.16 -2.97 0.06
N -0.16 -1.60 0.23
H 0.30 -3.88 3.28
H 0.16 -2.24 2.63
H 1.68 -3.12 2.52
H 0.41 -5.83 1.77
H -0.22 -6.79 -0.41
H -0.78 -5.30 -2.30
H -0.95 -3.16 -3.26
H 0.00 -1.87 -2.51
H -1.72 -2.02 -2.15
C -2.87 -4.02 3.15
O -2.32 -2.88 3.80
C -2.95 -1.69 3.62
C -4.19 -1.52 3.01
C -4.74 -0.25 2.94
C -4.08 0.85 3.48
C -2.85 0.69 4.07
C -2.28 -0.58 4.12
N -1.07 -0.85 4.83
C -0.05 -0.09 5.11
C 0.32 1.15 4.52
C 0.95 2.11 5.34
C 1.27 3.35 4.86
C 1.00 3.64 3.51
C 0.46 2.71 2.67
C 0.15 1.40 3.12
O -0.19 0.44 2.33
H -3.85 -4.27 3.55
H -2.18 -4.84 3.35
H -2.94 -3.86 2.07
H -4.70 -2.35 2.57
H -5.69 -0.12 2.44
H -4.53 1.83 3.42
H -2.33 1.54 4.50
H -1.07 -1.78 5.25
H 0.58 -0.47 5.90
H 1.14 1.86 6.38
H 1.73 4.09 5.50
H 1.25 4.62 3.12
H 0.28 2.94 1.62

relative energy (zero: lowest compared OMol25 entry of this formula, charge and spin): 7.31 kcal per mole
Kohn-Sham gap (spin up / spin down): 4.01 / 6.80 eV
spin multiplicity: 3

=====

[6]
DFT (ωB97M-V with the def2-TZVPD basis set) results for a molecular structure, C35H30BF4IrN3SSb.

CARTESIAN COORDINATES (ANGSTROEM)
Ir 0.83 1.75 -0.05
C -1.19 1.90 -2.84
C 0.25 2.19 -3.09
C 0.67 2.54 -4.37
C 2.00 2.76 -4.64
C 2.92 2.62 -3.60
C 2.46 2.29 -2.35
N 1.13 2.11 -2.09
C 3.38 2.12 -1.20
C 4.76 2.24 -1.21
C 5.45 2.08 -0.03
C 4.78 1.84 1.16
C 3.40 1.73 1.13
N 2.76 1.85 -0.04
C 2.50 1.55 2.29
C 2.98 1.45 3.57
C 2.08 1.33 4.62
C 0.74 1.29 4.34
C 0.29 1.38 3.02
C -1.17 1.27 2.74
N 1.16 1.53 2.01
H -1.66 1.56 -3.76
H -1.71 2.80 -2.50
H -1.32 1.13 -2.08
H -0.07 2.62 -5.15
H 2.33 3.02 -5.63
H 3.98 2.76 -3.78
H 5.28 2.46 -2.13
H 6.53 2.17 -0.02
H 5.32 1.74 2.09
H 4.04 1.47 3.76
H 2.43 1.25 5.64
H 0.00 1.17 5.12
H -1.67 0.75 3.56
H -1.36 0.73 1.82
H -1.61 2.27 2.65
S 1.17 -0.53 -0.44
Sb -0.81 -1.76 -0.14
C -0.23 -3.67 -0.72
C -0.44 -4.73 0.15
C -0.05 -6.01 -0.23
C 0.53 -6.21 -1.48
C 0.74 -5.14 -2.34
C 0.36 -3.86 -1.96
C -1.36 -1.75 1.88
C -0.36 -1.69 2.85
C -0.72 -1.71 4.19
C -2.06 -1.80 4.55
C -3.05 -1.86 3.58
C -2.70 -1.85 2.23
C -2.46 -1.15 -1.26
C -3.29 -0.12 -0.82
C -4.39 0.25 -1.58
C -4.66 -0.41 -2.77
C -3.84 -1.45 -3.20
C -2.74 -1.83 -2.45
H -0.89 -4.58 1.13
H -0.21 -6.84 0.43
H 0.82 -7.21 -1.77
H 1.20 -5.31 -3.31
H 0.55 -3.03 -2.63
H 0.68 -1.62 2.57
H 0.04 -1.68 4.96
H -2.34 -1.82 5.60
H -4.09 -1.94 3.86
H -3.47 -1.90 1.47
H -3.09 0.40 0.11
H -5.03 1.05 -1.24
H -5.52 -0.12 -3.36
H -4.07 -1.97 -4.12
H -2.12 -2.65 -2.78
F -1.24 4.40 -1.19
B -1.03 3.84 0.01
F 0.45 3.80 0.28
F -1.28 2.36 -0.08
F -1.68 4.35 1.07

relative energy (zero: lowest compared OMol25 entry of this formula, charge and spin): 0.00 kcal per mole
Kohn-Sham gap: 7.95 eV
total charge: +2